Formula: C37H28N9O3Y
Source: the Open Molecules 2025 dataset
Level of theory: the ωB97M-V functional and the def2-TZVPD basis

Last column: Mulliken charge in e.
Atoms and positions in Å:
Y: -0.059 -0.237 0.019  0.974
C: 4.993 -0.663 4.252  -0.645
C: 5.108 0.713 4.034  -0.614
C: 4.398 1.332 3.018  -0.351
C: 3.569 0.544 2.236  0.510
C: 2.695 0.866 1.116  -0.069
N: 2.676 2.050 0.536  -0.533
C: 1.899 2.359 -0.493  -0.484
C: 2.121 3.512 -1.350  0.242
C: 3.084 4.512 -1.355  -0.144
C: 3.044 5.442 -2.379  -0.632
C: 2.074 5.371 -3.385  -0.643
C: 1.116 4.371 -3.389  -0.223
C: 1.143 3.446 -2.354  0.152
C: 0.349 2.262 -2.068  -0.484
N: -0.698 1.880 -2.797  -0.500
C: -1.211 0.668 -2.734  0.128
N: -0.652 -0.420 -2.125  -0.091
C: -1.358 -1.536 -2.479  -0.210
N: -0.993 -2.779 -2.245  -0.469
C: -0.055 -3.112 -1.375  -0.242
N: 0.528 -2.309 -0.438  0.144
C: 1.452 -3.031 0.257  -0.164
N: 2.270 -2.602 1.207  -0.578
C: 2.511 -1.324 1.448  -0.253
N: 2.047 -0.268 0.716  -0.261
C: 3.451 -0.836 2.452  0.513
C: 4.172 -1.453 3.464  -0.259
C: 1.471 -4.397 -0.252  0.020
C: 2.257 -5.496 0.057  -0.178
C: 2.064 -6.651 -0.683  -0.627
C: 1.120 -6.703 -1.712  -0.655
C: 0.344 -5.600 -2.031  -0.114
C: 0.528 -4.445 -1.287  0.231
C: -2.525 -1.134 -3.262  0.710
C: -3.634 -1.825 -3.719  -0.450
C: -4.639 -1.097 -4.338  -0.596
C: -4.539 0.286 -4.507  -0.605
C: -3.428 0.982 -4.053  -0.250
C: -2.432 0.256 -3.422  0.304
N: 0.825 1.653 -0.949  0.273
H: 5.560 -1.122 5.052  0.417
H: 5.760 1.297 4.670  0.414
H: 4.476 2.394 2.822  0.536
H: 3.837 4.546 -0.578  0.551
H: 3.782 6.234 -2.410  0.399
H: 2.079 6.105 -4.181  0.404
H: 0.369 4.299 -4.169  0.524
H: 4.092 -2.520 3.634  0.545
H: 2.997 -5.440 0.845  0.543
H: 2.661 -7.528 -0.468  0.399
H: 1.000 -7.620 -2.273  0.401
H: -0.384 -5.628 -2.832  0.539
H: -3.712 -2.896 -3.588  0.529
H: -5.528 -1.604 -4.691  0.400
H: -5.346 0.822 -4.989  0.407
H: -3.333 2.052 -4.187  0.527
N: -1.877 1.686 0.320  -0.378
C: -3.287 1.258 0.164  -0.294
C: -3.602 0.066 1.070  -0.712
C: -2.565 -1.006 0.748  0.510
O: -2.728 -1.743 -0.218  -0.554
O: -1.490 -0.970 1.456  -0.582
H: -1.755 2.068 1.253  0.200
H: -1.697 2.442 -0.332  0.232
H: -3.435 0.948 -0.872  -0.019
H: -3.980 2.080 0.372  0.502
H: -4.603 -0.299 0.847  0.451
H: -3.534 0.346 2.123  0.221
C: -0.386 0.434 5.084  -1.471
C: -0.557 1.089 3.726  -0.088
O: 0.267 0.473 2.738  -0.011
H: -0.937 0.989 5.844  0.403
H: 0.667 0.406 5.365  0.311
H: -0.775 -0.586 5.060  0.393
H: -0.258 2.137 3.757  0.380
H: -1.608 1.027 3.421  -0.053
H: 0.228 -0.472 2.919  0.144

Output
ΔE to the lowest compared entry with this formula, charge and spin = 19.36 kcal per mole
gap between HOMO and LUMO (spin up / spin down) = 0.1856 / 0.1807 Eh
E_HOMO (spin up / spin down) = -6.318 / -6.225 eV



Formula: C37H28N9RhS3
Source: the Open Molecules 2025 dataset
Level of theory: the ωB97M-V functional and the def2-TZVPD basis

Last column: Mulliken charge in e.
Atoms and positions in Å:
Rh: 0.946 0.065 -0.320  -0.420
S: -0.338 -1.579 -1.281  -0.301
C: -1.173 -1.990 0.194  0.049
N: -2.140 -2.894 0.318  -0.270
N: -2.486 -3.542 -0.717  0.416
C: -3.487 -4.549 -0.689  0.741
C: -3.834 -5.122 -1.903  -0.458
C: -4.794 -6.122 -1.920  -0.621
C: -5.388 -6.529 -0.736  -0.512
C: -5.029 -5.940 0.469  -0.591
C: -4.070 -4.942 0.508  -0.329
N: -0.894 -1.370 1.343  -0.807
N: -0.019 -0.456 1.353  1.364
C: 0.245 0.099 2.668  0.009
C: -0.258 -0.556 3.794  -0.602
C: -0.009 -0.034 5.051  -0.653
C: 0.731 1.131 5.206  -0.637
C: 1.218 1.780 4.084  -1.196
C: 0.977 1.268 2.817  0.658
H: -2.115 -3.286 -1.633  0.219
H: -3.362 -4.798 -2.824  0.366
H: -5.073 -6.580 -2.858  0.386
H: -6.136 -7.310 -0.751  0.400
H: -5.498 -6.260 1.389  0.384
H: -3.784 -4.474 1.438  0.420
H: -0.829 -1.463 3.686  0.536
H: -0.396 -0.548 5.921  0.421
H: 0.920 1.529 6.193  0.451
H: 1.786 2.695 4.190  0.481
H: 1.333 1.805 1.955  0.474
S: 7.859 0.444 2.555  0.230
N: 6.909 1.621 2.008  -0.646
C: 5.804 1.042 1.565  0.655
C: 4.668 1.725 0.983  0.580
C: 4.606 3.107 0.773  -0.491
C: 3.482 3.646 0.186  -1.077
C: 2.426 2.807 -0.153  -0.519
N: 2.467 1.496 0.067  -0.087
C: 3.579 0.946 0.602  -0.156
C: 3.593 -0.504 0.732  -0.047
N: 2.508 -1.173 0.271  0.193
C: 2.502 -2.500 0.311  -0.130
C: 3.569 -3.233 0.825  -1.087
C: 4.672 -2.571 1.308  -0.404
C: 4.695 -1.173 1.258  0.427
C: 5.814 -0.367 1.702  0.662
N: 6.928 -0.831 2.247  -0.647
H: 5.446 3.725 1.062  0.590
H: 3.403 4.706 -0.012  0.508
H: 1.521 3.187 -0.610  0.736
H: 1.620 -2.985 -0.083  0.508
H: 3.512 -4.312 0.832  0.462
H: 5.523 -3.102 1.716  0.579
N: -0.460 1.438 -0.855  -0.007
S: -1.240 2.328 0.237  1.169
C: -1.179 4.027 -0.263  0.149
C: -1.590 4.429 -1.529  -0.429
C: -1.492 5.766 -1.867  -0.768
C: -1.001 6.684 -0.942  -0.422
C: -0.602 6.273 0.320  -0.770
C: -0.685 4.930 0.668  -0.090
C: -2.984 1.972 0.070  0.401
C: -3.378 0.768 -0.490  -0.158
C: -4.732 0.467 -0.544  -0.813
C: -5.665 1.356 -0.034  -0.568
C: -5.252 2.556 0.533  -0.727
C: -3.906 2.873 0.589  -0.588
H: -0.892 1.425 -1.774  0.226
H: -1.994 3.713 -2.236  0.367
H: -1.807 6.100 -2.847  0.436
H: -0.937 7.730 -1.210  0.434
H: -0.233 6.994 1.037  0.453
H: -0.379 4.591 1.651  0.538
H: -2.641 0.083 -0.890  0.214
H: -5.057 -0.463 -0.990  0.465
H: -6.719 1.118 -0.079  0.416
H: -5.982 3.250 0.928  0.416
H: -3.585 3.812 1.023  0.442

Output
ΔE to the lowest compared entry with this formula, charge and spin = 3.88 kcal per mole
gap between HOMO and LUMO = 0.1996 Eh
E_HOMO = -12.414 eV
total charge = +2



Formula: C37H28NO23P
Source: the Open Molecules 2025 dataset
Level of theory: the ωB97M-V functional and the def2-TZVPD basis

Last column: Mulliken charge in e.
Atoms and positions in Å:
N: 4.322 0.473 -1.905  -0.499
C: 3.627 0.366 -3.193  -1.780
C: 2.134 0.474 -3.027  0.714
C: 1.413 1.598 -3.137  1.014
P: 2.084 3.234 -3.470  0.392
O: 2.117 3.683 -4.875  -0.681
C: -0.072 1.497 -2.973  -0.179
O: -0.836 2.151 -3.639  -0.611
C: -0.517 0.494 -1.974  -0.385
C: 0.176 -0.637 -1.870  0.069
C: 1.387 -0.797 -2.718  0.042
O: 1.776 -1.852 -3.153  -0.615
H: 3.679 0.323 -1.141  0.334
H: 4.745 1.384 -1.797  0.343
H: 3.970 1.158 -3.859  0.603
H: 3.848 -0.585 -3.681  0.258
H: 3.342 3.174 -2.849  0.044
H: 1.306 4.057 -2.643  0.076
H: -1.395 0.694 -1.372  0.494
H: -0.090 -1.439 -1.194  0.400
C: 3.070 2.903 2.490  -1.189
C: 3.701 3.184 3.639  0.457
C: 5.063 2.616 3.956  1.179
O: 5.570 2.942 5.009  -0.571
C: 5.677 1.724 2.991  -0.976
C: 5.048 1.435 1.844  0.457
C: 3.691 2.027 1.519  0.759
O: 3.168 1.746 0.453  -0.350
O: 5.583 0.624 0.939  -0.610
O: 3.187 3.973 4.571  -0.597
H: 2.096 3.307 2.251  0.445
H: 6.647 1.313 3.234  0.450
H: 4.990 0.536 0.172  0.272
H: 3.827 4.027 5.315  0.320
C: -3.171 -3.659 -2.927  -0.990
C: -4.084 -4.463 -3.481  0.127
C: -3.720 -5.499 -4.515  1.093
O: -4.624 -6.190 -4.948  -0.651
C: -2.335 -5.603 -4.937  -0.905
C: -1.424 -4.790 -4.384  0.198
C: -1.796 -3.776 -3.330  1.127
O: -0.876 -3.098 -2.898  -0.535
O: -0.138 -4.793 -4.697  -0.667
O: -5.378 -4.423 -3.187  -0.634
H: -3.425 -2.910 -2.197  0.692
H: -2.085 -6.335 -5.691  0.469
H: 0.289 -4.106 -4.143  0.351
H: -5.799 -5.116 -3.733  0.368
C: -3.702 -3.018 1.957  -0.923
C: -2.582 -2.905 1.231  0.071
C: -1.292 -2.379 1.815  1.166
O: -0.332 -2.321 1.065  -0.658
C: -1.273 -1.971 3.203  -1.080
C: -2.393 -2.084 3.932  0.286
C: -3.679 -2.627 3.353  1.065
O: -4.632 -2.700 4.105  -0.617
O: -2.480 -1.738 5.205  -0.571
O: -2.498 -3.233 -0.050  -0.317
H: -4.628 -3.394 1.547  0.477
H: -0.349 -1.583 3.608  0.467
H: -3.399 -1.930 5.479  0.375
H: -1.572 -3.068 -0.324  0.158
C: -3.118 0.472 -7.872  -0.914
C: -2.698 -0.291 -6.853  0.248
C: -3.662 -0.988 -5.922  0.887
O: -3.175 -1.672 -5.038  -0.241
C: -5.082 -0.807 -6.123  -1.211
C: -5.502 -0.041 -7.140  0.408
C: -4.539 0.639 -8.088  1.062
O: -5.032 1.297 -8.985  -0.627
O: -6.775 0.190 -7.412  -0.588
O: -1.423 -0.506 -6.572  -0.594
H: -2.436 0.974 -8.544  0.450
H: -5.762 -1.299 -5.441  0.495
H: -6.783 0.770 -8.200  0.367
H: -1.408 -1.089 -5.787  0.298
C: 3.764 3.687 9.706  -1.090
C: 2.962 3.474 10.760  0.317
C: 1.464 3.357 10.616  1.035
O: 0.829 3.147 11.633  -0.620
C: 0.881 3.499 9.298  -0.910
C: 1.680 3.714 8.243  0.312
C: 3.184 3.813 8.388  1.011
O: 3.845 3.999 7.380  -0.581
O: 1.214 3.848 7.009  -0.552
O: 3.396 3.347 12.002  -0.569
H: 4.838 3.771 9.799  0.450
H: -0.193 3.424 9.207  0.443
H: 1.969 3.980 6.407  0.317
H: 2.604 3.197 12.555  0.371

Output
gap between HOMO and LUMO = 0.2854 Eh
E_HOMO = -9.560 eV
structure (SMILES) = NCC1=C([PH2]=O)C(=O)C=CC1=O.O=C1C=C(O)C(=O)C=C1O.O=C1C=C(O)C(=O)C=C1O.O=C1C=C(O)C(=O)C=C1O.O=C1C=C(O)C(=O)C=C1O.O=C1C=C(O)C(=O)C=C1O



E_tot values, unit hartree, following the record order: -2183.90851 -3224.18634 -3553.32400.